Density functional theory data (wB97M-V/def2-TZVPD) for C17H25NO4 in the gas phase.

The geometry in XYZ format:
```
47
Properties=species:S:1:pos:R:3:forces:R:3:nbo_charge:R:1
C 1.9769 4.7894 2.8038 -0.15 0.11 -0.15 -0.61
C 1.0567 4.8727 1.5918 0.03 -0.24 0.03 -0.39
C 1.3771 3.8315 0.5182 0.10 0.31 0.05 -0.40
C 2.7148 4.0871 -0.1730 -0.18 -0.50 -0.15 -0.42
C 3.0282 3.0907 -1.2930 0.05 0.64 -0.01 -0.06
O 3.3765 1.8130 -0.7915 0.03 -0.26 0.17 -0.49
C 2.4673 0.8306 -0.6169 -0.09 -0.41 0.07 0.33
C 1.1310 0.8572 -1.0141 0.17 0.39 -0.12 -0.27
C 0.3124 -0.2316 -0.7848 0.09 -0.30 0.16 -0.17
C 0.7989 -1.3753 -0.1594 0.27 0.20 -0.09 -0.20
C -0.0234 -2.5723 0.1042 -0.25 0.10 0.00 0.68
O 0.4723 -3.6903 0.2546 0.20 -0.11 -0.05 -0.67
N -1.3566 -2.3894 0.1868 -0.19 0.00 -0.05 -0.59
C -2.3000 -3.4936 0.2668 -0.20 -0.33 0.16 -0.17
C -3.6882 -3.0374 -0.1677 0.21 0.07 -0.15 -0.40
C -3.7649 -2.6172 -1.6363 -0.03 -0.19 0.10 -0.39
C -3.5875 -3.7853 -2.5996 0.01 0.24 0.06 -0.61
C -2.3287 -4.0855 1.6987 -0.11 0.26 -0.62 0.79
O -3.3161 -4.0855 2.3795 -0.07 -0.05 0.15 -0.58
O -1.1789 -4.5992 2.0938 0.56 -0.25 0.22 -0.69
C 2.1444 -1.4100 0.2140 -0.20 -0.01 -0.03 -0.13
C 2.9616 -0.3282 -0.0038 0.01 0.23 -0.08 -0.26
H 1.6478 5.4840 3.5731 0.05 0.04 0.12 0.21
H 3.0004 5.0410 2.5391 0.14 0.00 0.05 0.20
H 1.9649 3.7850 3.2217 0.04 -0.11 0.09 0.20
H 1.1183 5.8721 1.1549 -0.09 0.05 -0.02 0.19
H 0.0266 4.7197 1.9220 -0.02 0.09 -0.03 0.20
H 1.3830 2.8396 0.9755 -0.08 -0.05 -0.03 0.20
H 0.5812 3.8527 -0.2312 -0.02 -0.11 -0.04 0.19
H 3.5240 4.0307 0.5557 0.10 0.09 -0.03 0.21
H 2.7134 5.0899 -0.6055 0.05 0.07 -0.02 0.21
H 2.2044 3.0332 -2.0106 0.07 -0.04 0.01 0.17
H 3.9232 3.4254 -1.8275 -0.18 -0.07 0.00 0.20
H 0.7131 1.7202 -1.5072 0.00 0.07 -0.01 0.21
H -0.7100 -0.1830 -1.1320 -0.09 0.00 -0.04 0.21
H -1.7428 -1.4599 0.2078 0.13 0.00 0.01 0.41
H -1.9281 -4.2912 -0.3913 -0.05 0.14 0.08 0.23
H -4.3840 -3.8567 0.0168 -0.01 0.06 0.08 0.23
H -3.9936 -2.2080 0.4748 -0.06 -0.06 0.09 0.21
H -3.0069 -1.8592 -1.8483 -0.05 0.11 -0.03 0.19
H -4.7422 -2.1623 -1.8092 0.04 0.09 0.00 0.21
H -4.3031 -4.5731 -2.3771 -0.07 -0.13 -0.01 0.21
H -2.5851 -4.2013 -2.5361 0.10 -0.11 -0.04 0.20
H -3.7480 -3.4554 -3.6233 0.01 -0.06 -0.12 0.21
H -0.4553 -4.4653 1.4168 -0.44 0.06 0.15 0.51
H 2.5255 -2.3047 0.6817 0.05 -0.07 0.03 0.24
H 3.9997 -0.3450 0.2873 0.12 0.00 0.04 0.23
```
Positions in Å, forces in eV/Å.

- highest occupied orbital energy (eV) = -8.9442
- SMILES = CCCCCOc1ccc(C(=O)N[C@H](CCC)C(=O)O)cc1
- gap between HOMO and LUMO (eV) = 9.389
- multiplicity = 1
- maximum force (eV Å⁻¹) = 0.68
- LUMO level (eV) = 0.45
- charge = 0

Density functional theory data (wB97M-V/def2-TZVPD) for a molecular structure, C17H26Br6N6O7.

The geometry in XYZ format:
```
62
Properties=species:S:1:pos:R:3:forces:R:3:nbo_charge:R:1
C 2.0759 3.5745 -4.8521 1.16 -0.98 0.84 -0.46
Br 3.8486 2.7827 -5.3190 -0.69 0.83 -0.06 0.06
Br 2.2106 4.0250 -2.9000 0.06 0.15 -1.77 0.05
Br 0.8124 2.1895 -5.1253 -0.54 -0.02 -0.04 0.12
H 1.7923 4.3935 -5.5132 0.48 0.13 0.52 0.23
C -2.6230 -0.3378 -5.9459 -0.75 -0.36 -0.96 -0.42
Br -2.9863 -2.3159 -6.2170 0.63 1.49 0.20 0.05
Br -4.4118 0.5499 -6.0381 1.45 -0.31 -0.09 0.09
Br -1.2643 0.4011 -7.2548 -1.45 -0.83 1.16 0.08
H -2.2423 -0.2036 -4.9334 0.11 -0.09 -0.37 0.21
C -0.4752 -0.0124 0.4506 0.10 -0.41 -0.87 -0.27
C -0.9836 -0.7338 -0.6493 1.77 0.66 -0.13 -0.27
C -0.2778 -0.6508 -1.8822 -1.27 -0.79 1.99 0.33
C 0.7913 0.1814 -1.9802 0.64 1.01 -0.59 -0.29
C 1.0797 1.1010 -0.9928 0.97 0.14 3.10 -0.27
C 0.5719 0.9315 0.3259 -2.30 -2.10 -1.84 0.29
O 0.9555 1.5642 1.4340 1.65 1.81 -0.09 -0.69
O -0.6347 -1.4988 -2.8790 0.16 -0.03 -1.41 -0.73
H -0.7582 -0.2282 1.4703 -0.65 -0.03 0.09 0.19
H -1.7257 -1.5178 -0.6172 -0.28 0.15 0.48 0.24
H 1.5286 0.1659 -2.7692 -0.49 -0.15 -0.60 0.23
H 1.9399 1.7480 -1.0806 0.06 0.08 -0.25 0.22
H 0.6654 1.2201 2.2820 -0.38 -0.31 -0.12 0.51
H -0.8400 -2.3773 -2.5507 -0.09 -0.22 0.48 0.51
C 3.7584 -0.4079 6.0049 -2.47 -0.84 -1.22 -0.26
C 3.1213 0.7021 5.5139 -0.50 -0.32 0.56 -0.27
C 1.7647 0.6823 5.0478 3.39 0.45 0.43 0.28
C 1.0561 -0.4560 4.9640 -0.23 -1.53 1.57 -0.28
C 1.5878 -1.6115 5.5752 1.53 1.16 -0.78 -0.25
C 2.9622 -1.5933 5.9722 0.04 -0.06 0.31 0.28
O 3.5264 -2.7486 6.4099 -0.65 -1.48 0.37 -0.69
O 1.2683 1.8260 4.6189 -1.20 1.89 -0.98 -0.67
H 4.7909 -0.2888 6.2983 -0.01 -0.65 0.26 0.22
H 3.7435 1.5709 5.6703 -0.59 0.83 -0.63 0.21
H 0.0200 -0.4799 4.6601 -0.03 0.24 -0.20 0.22
H 0.8508 -2.4008 5.5654 0.87 -0.82 0.44 0.23
H 4.4849 -2.8013 6.4236 -0.06 0.66 -0.14 0.49
H 1.9916 2.4558 4.5779 -0.18 0.41 -0.14 0.49
C -1.2871 -4.6309 0.2655 1.01 4.31 -3.25 0.75
O -1.3755 -3.9783 -0.7920 -1.12 -1.22 -0.41 -0.73
N -0.9522 -4.0010 1.3419 0.78 2.42 3.75 -0.82
N -1.3139 -5.8901 0.4570 -0.82 -3.90 -1.23 -0.81
H -0.4093 -4.5598 1.9847 -0.01 1.13 0.49 0.37
H -0.9034 -2.9968 1.2453 0.58 -0.23 0.44 0.42
H -1.6557 -6.3361 -0.3822 0.29 -1.32 0.74 0.42
H -1.0923 -6.1862 1.3969 -0.65 -1.10 -0.77 0.40
C 1.1579 5.3671 0.3107 -0.77 -0.18 2.35 0.75
O 1.2996 5.5906 1.4992 -0.02 -1.22 1.86 -0.69
N 1.3728 6.3935 -0.4472 0.87 3.64 -3.59 -0.83
N 0.6799 4.2511 -0.2262 -0.25 -1.39 -0.26 -0.85
H 1.3092 6.4363 -1.4543 -0.17 -0.15 0.26 0.38
H 1.3955 7.2630 0.0661 0.28 -0.20 -0.30 0.41
H 0.4695 3.5154 0.4331 0.14 -0.13 -0.35 0.43
H 0.6398 4.1349 -1.2287 -0.43 -0.24 0.59 0.39
C -4.4064 -1.4568 -1.8985 -2.15 -0.15 3.04 0.74
O -4.9163 -0.8791 -0.9709 -0.72 0.84 1.82 -0.68
N -3.8129 -0.8725 -2.8628 2.68 2.32 -4.11 -0.82
N -4.4447 -2.7636 -2.0619 -0.20 -2.32 -0.11 -0.83
H -3.5541 0.0994 -2.7704 0.04 -0.33 -0.14 0.41
H -3.3050 -1.5330 -3.4337 0.53 1.14 -0.39 0.37
H -4.0529 -3.0649 -2.9427 -0.39 -1.21 0.71 0.38
H -4.8187 -3.3033 -1.2945 0.22 -0.29 -0.68 0.42
```
Positions in Å, forces in eV/Å.

- highest occupied orbital energy (eV) = -8.0157
- gap between HOMO and LUMO (eV) = 7.271
- multiplicity = 1
- maximum force (eV Å⁻¹) = 5.49
- LUMO level (eV) = -0.74
- charge = 0

Density functional theory data (wB97M-V/def2-TZVPD) for a molecular structure, C17H26ClF9O5Si2.

The geometry in XYZ format:
```
60
Properties=species:S:1:pos:R:3:forces:R:3:nbo_charge:R:1
C -0.2430 -3.8450 -0.1665 -0.34 0.00 -0.41 -0.18
C -0.2018 -3.2132 -1.3757 1.39 -0.09 0.58 -0.83
Si -0.2067 -1.4035 -1.6590 0.99 0.24 -0.79 1.57
O 1.2487 -0.6120 -1.7230 -0.08 -0.46 0.22 -1.23
Si 2.6238 -1.4509 -1.2993 0.16 0.46 0.02 1.44
C 4.0936 -0.3310 -1.7316 -0.22 -0.49 0.47 -0.99
C 5.0958 0.0208 -0.6616 0.40 0.30 -0.45 0.57
O 6.2018 0.3694 -0.9104 0.09 -0.03 0.07 -0.50
Cl 4.6105 -0.0723 1.0423 -0.20 0.05 0.05 -0.07
C -1.2320 -0.4841 -0.2957 0.73 -0.62 0.15 0.28
F -0.4882 -0.5883 0.8646 -0.17 0.07 -0.12 -0.34
F -1.3045 0.8431 -0.5972 -0.25 -0.19 0.02 -0.32
C -2.6283 -1.0012 0.0907 -0.36 0.79 0.35 0.59
F -2.5362 -2.2276 0.6413 0.02 0.08 -0.31 -0.30
F -3.1228 -0.1687 1.0484 0.15 -0.15 -0.14 -0.31
C -3.7183 -1.0595 -1.0165 -0.54 -0.23 0.38 0.55
F -3.5410 -2.1320 -1.8113 0.39 0.30 -0.06 -0.30
F -4.8924 -1.2454 -0.3649 0.20 0.00 -0.02 -0.30
C -3.9296 0.2076 -1.8900 -0.77 -0.18 -0.29 0.93
F -5.1248 0.0782 -2.4821 0.06 -0.04 -0.10 -0.31
F -3.0238 0.3273 -2.8517 0.29 0.05 0.21 -0.30
F -3.9766 1.3051 -1.1481 0.29 0.03 0.05 -0.29
H -1.0935 -4.4762 0.0899 0.83 -1.35 -0.49 0.20
H 0.5266 -3.7672 0.5976 -0.76 1.35 0.67 0.21
H -0.1936 -3.8318 -2.2743 -1.98 0.07 -0.10 0.26
H -0.8476 -1.1715 -2.9625 -0.20 -0.04 0.09 -0.19
H 2.5360 -1.7569 0.1373 0.05 -0.14 -0.03 -0.19
H 2.7984 -2.6951 -2.0757 -0.10 0.02 -0.07 -0.20
H 4.6931 -0.8200 -2.5000 0.00 0.04 -0.11 0.27
H 3.7382 0.5996 -2.1774 -0.09 0.09 0.13 0.29
C -5.8198 5.6456 -3.1584 -0.14 0.16 0.04 -0.72
C -6.4948 5.1039 -1.9201 0.02 -0.02 -0.02 0.59
O -7.3798 5.7096 -1.3659 -0.03 0.02 0.02 -0.54
C -6.0073 3.7682 -1.4111 -0.19 0.08 0.15 -0.72
H -6.2590 6.6054 -3.4191 -0.01 0.00 0.01 0.24
H -4.7525 5.7794 -2.9753 0.03 -0.11 -0.07 0.23
H -5.9540 4.9537 -3.9914 0.12 -0.05 0.01 0.23
H -4.9484 3.8288 -1.1569 0.04 -0.07 -0.12 0.23
H -6.1505 3.0015 -2.1741 0.14 0.00 -0.03 0.23
H -6.5701 3.4931 -0.5222 -0.01 0.00 0.00 0.24
C 10.2000 3.5848 1.2495 0.10 -0.03 0.20 -0.72
C 9.5659 2.2774 1.6665 -0.03 0.01 -0.05 0.59
O 9.8388 1.7536 2.7204 0.02 -0.01 0.04 -0.54
C 8.5794 1.6630 0.7042 0.09 -0.12 0.25 -0.72
H 10.8858 3.9184 2.0246 0.00 -0.01 0.01 0.23
H 10.7519 3.4528 0.3175 -0.10 0.06 -0.07 0.23
H 9.4305 4.3443 1.1028 0.00 -0.01 -0.14 0.23
H 9.0671 1.4532 -0.2488 -0.08 0.11 -0.07 0.23
H 7.7440 2.3431 0.5351 0.04 0.03 -0.14 0.23
H 8.1972 0.7339 1.1171 -0.02 0.00 0.00 0.24
C -2.7003 -2.6641 3.6888 0.23 -0.02 -0.07 -0.72
C -2.4625 -4.1491 3.8068 -0.01 0.04 0.02 0.60
O -1.4663 -4.6670 3.3575 0.01 -0.03 -0.07 -0.55
C -3.5270 -4.9584 4.5075 0.16 -0.17 -0.05 -0.72
H -1.8632 -2.2082 3.1667 0.00 0.02 0.00 0.24
H -3.6152 -2.4782 3.1247 -0.07 0.05 0.12 0.23
H -2.7893 -2.2129 4.6781 -0.15 -0.02 0.00 0.23
H -4.4781 -4.8604 3.9819 -0.05 0.09 0.09 0.23
H -3.6496 -4.6072 5.5331 -0.11 0.07 -0.03 0.23
H -3.2349 -6.0056 4.5228 0.01 0.00 0.00 0.24
```
Positions in Å, forces in eV/Å.

- highest occupied orbital energy (eV) = -9.2300
- gap between HOMO and LUMO (eV) = 8.371
- multiplicity = 1
- maximum force (eV Å⁻¹) = 1.98
- LUMO level (eV) = -0.86
- charge = 0

Density functional theory data (wB97M-V/def2-TZVPD) for a molecular structure, C17H26GeMoN4O4Se.

The geometry in XYZ format:
```
54
Properties=species:S:1:pos:R:3:forces:R:3:nbo_charge:R:1
Mo 0.4878 2.2962 -0.1494 1.53 -0.17 1.34 0.85
N 0.0816 1.5814 1.9327 -0.25 -0.29 0.10 -0.80
C 1.1242 1.5643 2.9610 0.01 -0.04 -0.16 -0.22
C 2.4865 1.0681 2.4707 -0.06 0.02 -0.03 -0.42
C 3.2644 2.0839 1.6323 -0.04 0.00 -0.21 -0.23
N 2.7993 2.2082 0.2393 0.11 0.26 -0.03 -0.78
H -0.6439 2.2403 2.2025 0.10 0.13 0.07 0.40
H -0.4126 0.6888 1.7651 0.54 0.59 0.24 0.43
H 0.7992 0.9557 3.8134 0.03 -0.10 0.14 0.15
H 1.2438 2.5963 3.2990 -0.04 -0.01 0.00 0.23
H 2.3857 0.1215 1.9369 -0.02 -0.02 -0.06 0.21
H 3.0927 0.8518 3.3575 0.02 0.05 0.08 0.18
H 4.3316 1.8287 1.6480 0.06 -0.06 0.05 0.15
H 3.1399 3.0721 2.0773 0.00 0.00 0.01 0.24
H 3.1358 1.4437 -0.3342 -0.03 0.00 -0.04 0.38
H 3.0979 3.1053 -0.1365 0.05 -0.02 0.05 0.40
O -3.6954 2.4133 -0.6236 -0.75 -0.64 0.11 -0.68
C -2.6645 1.8236 -0.3061 2.14 2.35 -0.17 0.73
O -1.5030 2.4194 -0.3353 -2.76 -1.29 -0.07 -0.66
C -2.7421 0.3752 0.0875 1.83 -0.82 1.81 0.16
C -3.7067 -0.3991 -0.5428 -0.75 -1.67 -0.34 -0.22
C -3.7904 -1.7611 -0.2957 0.34 0.81 0.02 -0.15
C -2.8885 -2.3560 0.6259 0.25 0.82 0.05 -0.14
C -2.8620 -3.7241 0.9315 0.47 -0.87 0.68 -0.18
C -1.9672 -4.2521 1.8670 -1.24 0.10 -1.16 -0.24
C -1.0800 -3.4033 2.5116 0.49 1.45 0.14 -0.25
C -1.0722 -2.0404 2.2259 0.14 -0.64 0.30 -0.15
C -1.9595 -1.4732 1.2782 -0.56 -0.65 -0.25 0.23
N -1.8974 -0.1496 1.0188 -1.43 0.71 -1.57 -0.44
H -4.3673 0.0910 -1.2451 0.01 0.01 0.03 0.24
H -4.5197 -2.3805 -0.8081 0.01 0.04 0.01 0.20
H -3.5645 -4.3791 0.4231 0.05 0.01 0.03 0.19
H -1.9660 -5.3149 2.0850 -0.04 0.06 -0.06 0.20
H -0.3798 -3.8013 3.2399 -0.03 0.08 -0.07 0.20
H -0.3696 -1.3784 2.7220 -0.03 -0.04 -0.05 0.21
O 0.1689 2.6044 -4.0388 -0.23 -0.62 -1.08 -0.49
N 0.2994 3.3948 -3.1354 0.14 0.59 0.87 0.32
O 0.7062 2.8604 -2.0419 0.20 0.18 -0.83 -0.53
Se 0.9396 4.4158 1.1020 -0.12 0.57 0.18 -1.01
C 1.3648 -2.3706 -1.8164 0.00 -0.13 -0.16 -1.09
Ge 0.8912 -0.4659 -2.1025 0.27 0.71 0.63 1.62
C 2.3438 0.2565 -3.2364 -0.01 -0.22 -0.14 -1.09
C -0.8278 -0.4485 -3.0455 -0.07 -0.11 -0.10 -1.09
C 0.8386 0.4087 -0.3853 -0.24 -0.79 -0.34 -1.15
H 1.6205 -2.8411 -2.7701 -0.02 -0.11 0.00 0.20
H 0.5260 -2.9085 -1.3711 -0.04 -0.04 0.01 0.21
H 2.2228 -2.4633 -1.1462 0.00 0.07 -0.01 0.21
H 2.1851 -0.0127 -4.2825 0.04 0.02 -0.10 0.20
H 3.3001 -0.1668 -2.9126 0.00 -0.02 0.03 0.19
H 2.3844 1.3413 -3.1642 -0.10 -0.02 0.05 0.25
H -0.6997 -0.6165 -4.1166 -0.06 -0.01 -0.04 0.21
H -1.3235 0.5099 -2.9004 0.09 0.08 -0.03 0.25
H -1.4641 -1.2322 -2.6273 -0.04 -0.07 -0.02 0.20
H 1.1056 -0.2815 0.4155 0.04 -0.22 0.06 0.17
```
Positions in Å, forces in eV/Å.

- highest occupied orbital energy (alpha / beta) (eV) = 0.7220 / 0.4949
- gap between HOMO and LUMO (alpha / beta) (eV) = 3.615 / 3.847
- multiplicity = 1
- maximum force (eV Å⁻¹) = 3.18
- LUMO level (alpha / beta) (eV) = 4.34 / 4.34
- charge = -2